The following is a quantum chemistry calculation of 3 unconnected molecules or ions with the total composition C13H33N2O4S at a distorted geometry, from the Open Molecules 2025 dataset.

Charge   +1
Largest force on an atom   1.4 eV/Å
Calculated total energy   -1323.44196 Eh
Highest occupied orbital energy   -11.056 eV

Geometry as XYZ:
```
53
Properties=species:S:1:pos:R:3:forces:R:3:mulliken_charge:R:1
H -1.47680 6.48069 -1.39767 0.031 -0.027 0.029 0.415
H 3.54902 -0.39550 -0.10894 -0.011 -0.039 -0.031 0.362
H -0.50487 0.74533 -1.14024 0.066 -0.020 -0.017 0.318
H 1.01856 -2.70807 -2.44215 -0.061 0.550 -0.303 0.347
H -0.26970 -4.71080 5.02556 -0.005 0.018 -0.016 0.305
H 0.60254 -1.35910 0.41615 0.036 -0.047 -0.141 -0.236
H 1.11813 3.72314 -3.18956 -0.013 0.027 0.012 0.334
H -0.25349 3.67196 -4.32734 0.087 0.040 -0.021 0.279
H -2.06948 -2.30823 4.52023 0.003 -0.011 0.010 0.342
C 2.25066 -0.79644 -1.75559 0.189 0.336 0.064 0.682
C 1.14236 -3.32924 4.11142 -0.080 -0.139 0.041 0.308
H 2.08912 -2.88004 4.42664 -0.016 0.039 -0.005 0.408
C -0.26832 -1.21095 -0.22188 -0.334 -0.045 -0.129 0.264
H -1.99297 -3.97535 3.89742 0.026 0.017 0.063 0.258
H 0.58463 -4.63723 2.66171 0.010 -0.095 0.075 0.309
S -0.23409 -3.21274 -2.29101 -0.435 -1.352 0.271 -0.008
C -0.65738 4.54009 -1.58801 -0.085 0.013 0.181 -0.738
H 0.34845 2.17798 -3.59903 0.017 0.001 0.006 0.207
N -2.78948 5.39116 -2.57136 0.037 -0.151 0.134 -0.717
C -2.00242 -2.92069 3.61809 -0.050 -0.013 -0.098 -0.789
H 0.39584 4.79623 -1.41565 -0.001 0.027 -0.045 0.424
H 1.96954 -3.87191 2.31640 0.106 -0.044 0.052 0.219
O 2.17991 -1.27977 -2.85984 -0.387 -0.443 0.022 -0.612
H 2.73306 -1.94465 -0.02629 -0.056 0.018 -0.107 -0.034
H 4.07522 -1.73210 -1.17804 -0.063 -0.027 0.051 0.352
H 0.34728 6.51604 -3.18806 0.000 -0.007 -0.003 0.349
N 1.45606 -4.31438 3.07278 -0.067 0.202 -0.152 -0.662
H -2.88386 -2.73833 3.00416 0.005 0.024 0.002 0.273
C 0.27721 -2.17439 3.59417 0.099 0.081 -0.072 -0.732
O -0.86306 -2.56858 2.84412 0.009 -0.004 -0.097 -0.265
C 0.55060 -4.05315 5.31493 0.016 0.004 0.053 -1.427
H -1.91531 -2.55992 -0.77576 0.075 -0.060 -0.210 0.496
O -0.74481 3.33318 -2.33372 0.192 -0.047 0.005 -0.310
O 1.41002 0.19816 -1.36589 0.101 -0.581 0.568 -0.341
H -0.93317 -2.52236 -3.20552 0.327 0.399 0.017 0.273
C -0.71682 6.36983 -3.38253 0.038 0.054 0.011 -1.388
H -2.76327 4.58669 -3.19120 -0.011 0.061 -0.067 0.308
C 3.22260 -1.24408 -0.71071 0.381 0.391 -0.026 -0.659
C 0.02568 -0.18816 -1.32169 -0.167 0.709 -0.320 -0.541
H -1.10093 4.30994 -0.61578 -0.018 -0.040 -0.023 0.330
H -0.82166 5.76464 -4.28353 -0.003 -0.015 0.012 0.281
C -1.41788 5.72804 -2.19013 -0.015 -0.013 -0.177 0.350
H -0.28401 -0.52417 -2.31622 0.046 0.001 0.041 0.093
H -1.16027 7.34151 -3.59365 -0.030 -0.019 -0.011 0.345
H 0.17917 -3.34722 6.05918 -0.006 0.000 -0.004 0.350
H -0.57164 -3.35680 0.02306 -0.042 -0.005 -0.077 0.274
H 1.31144 -4.67354 5.78518 -0.002 -0.021 -0.029 0.367
H -1.02736 -0.79318 0.44217 0.035 -0.125 0.037 0.509
H -3.31019 5.07964 -1.75754 -0.037 0.096 0.008 0.269
H 0.88564 -1.57768 2.90592 -0.031 -0.004 -0.026 0.301
H -0.02708 -1.51230 4.41314 0.006 -0.042 0.036 0.440
C 0.16503 3.23810 -3.41740 -0.167 -0.117 -0.011 -0.704
C -0.82747 -2.57128 -0.69049 0.255 0.445 0.414 -0.580
```
Forces are in eV/Å.